1.
The following is a quantum chemistry calculation of an isolated ion of composition C6H16N and charge +1, from OMol25.

The geometry in XYZ format:
```
23
Properties=species:S:1:pos:R:3:forces:R:3
H 2.526 -2.684 -0.941 -0.322 0.008 0.226
H 0.396 1.490 -0.288 0.849 0.040 -0.166
H -1.575 -0.854 0.127 -0.066 -0.018 0.100
C 0.387 -1.328 -0.708 -1.374 0.385 1.271
C 1.740 -0.685 -0.903 -0.192 -0.375 -0.243
H -1.228 2.931 0.824 0.000 -0.090 -0.459
H 3.478 -1.615 -1.673 0.059 0.176 0.023
H -0.147 -0.466 1.138 -0.414 -0.158 0.323
N 2.860 -1.722 -0.866 0.573 -0.218 -0.571
H -2.616 0.506 1.943 -0.281 0.049 0.392
H 1.956 0.035 -0.121 0.126 0.071 -0.033
H -1.146 1.394 -1.069 0.137 -0.659 -0.324
H -3.337 2.139 1.695 0.063 0.090 0.279
C -2.683 1.376 1.298 0.563 -0.596 -1.164
H -0.646 1.692 1.867 0.011 0.058 -0.079
H -3.134 0.993 0.373 -0.221 0.229 0.066
H 3.466 -1.662 -0.047 -0.216 0.047 0.156
H 1.801 -0.230 -1.888 0.110 0.278 0.153
C -1.255 1.849 0.964 0.123 -0.069 1.050
C -0.583 -0.417 0.138 1.547 0.167 -0.572
H 0.441 -2.203 -0.054 0.344 -0.281 -0.349
H -0.118 -1.608 -1.620 0.263 -0.124 -0.478
C -0.583 1.068 -0.189 -1.683 0.992 0.399
```
Forces are in eV/Å.

The strongest force on any atom is 1.994 eV Å⁻¹. The orbital gap comes out at 10.22 eV. As for the HOMO energy: -14.03 eV. Its SMILES is CCCCCC[NH3+]. The charge is +1.

=====

2.
The following is a quantum chemistry calculation of C6H16N as an isolated structure, from OMol25.

The geometry in XYZ format:
```
23
Properties=species:S:1:pos:R:3:forces:R:3
H -3.345 0.394 3.223 2.077 0.412 0.246
C 1.132 1.047 0.198 -0.571 -0.352 0.152
H -1.976 1.235 -1.378 -0.754 -0.361 -0.131
C 0.018 -2.088 -0.635 -0.280 0.672 -0.842
H -2.548 0.549 3.325 -2.075 -0.400 -0.252
H 2.037 -1.311 -0.896 -0.249 -0.067 0.054
H 0.048 0.310 -1.594 0.527 -1.057 -0.686
C 1.195 -0.336 0.791 -0.212 1.075 1.634
H 2.163 1.333 -0.079 -0.728 0.091 -0.628
H 1.778 -2.290 0.534 -0.139 0.345 -0.391
H 0.823 1.729 0.999 0.189 0.182 -0.090
H 2.018 -0.379 1.520 -0.328 0.280 0.130
C 1.315 -1.495 -0.086 0.823 -1.722 -0.240
H 0.328 2.018 -1.539 -0.141 -0.447 -0.062
N -1.590 0.389 0.457 -3.318 1.493 -0.811
H -0.120 -1.732 -1.660 -0.356 -0.090 0.034
H 0.265 -0.488 1.383 0.101 0.095 0.373
C 0.058 1.131 -0.932 2.367 2.487 -1.273
H 0.234 -3.127 -0.732 -0.449 -0.927 -0.042
H -1.428 2.457 -0.232 -1.213 -0.308 0.458
C -1.336 1.377 -0.488 2.776 -0.727 2.043
H -0.938 -1.926 -0.080 0.997 -0.223 -0.113
H -2.499 0.690 0.920 0.957 -0.452 0.437
```
Forces are in eV/Å.

The strongest force on any atom is 3.728 eV Å⁻¹. The orbital gap comes out at 5.36 eV. As for the HOMO energy: -14.65 eV. The charge is +1.

=====

3.
The following is a quantum chemistry calculation of a 2-piece molecular cluster, C6H16N overall, from OMol25.

The geometry in XYZ format:
```
23
Properties=species:S:1:pos:R:3:forces:R:3
C -1.430 1.117 0.115 -2.006 -0.006 0.142
H 2.605 0.644 -1.532 0.227 -1.429 -0.715
N -0.421 1.004 1.148 0.415 -0.072 -0.850
H -4.696 -3.999 3.073 0.194 0.026 -0.321
C 2.007 0.373 -0.651 0.404 1.842 1.701
H -2.207 0.335 0.225 0.041 0.087 0.150
C 2.889 0.164 0.594 -0.249 -1.225 1.239
H 1.687 1.430 -0.609 -1.115 -0.538 0.549
H -0.853 0.843 2.051 0.126 -0.170 -0.030
H -0.169 1.750 -1.495 -0.364 -0.006 -0.018
C 1.000 -0.661 -0.866 0.759 1.737 -4.465
H 3.553 -0.710 0.595 -0.013 0.278 -0.521
H 0.197 0.225 0.906 -0.039 0.123 0.725
H -1.997 2.062 0.252 0.524 -0.359 -0.156
C -0.947 0.989 -1.308 2.248 0.721 -0.073
H -0.162 -0.528 -2.637 0.433 -0.474 -0.041
H 1.432 -1.628 -1.119 -0.313 -0.674 1.388
C -0.285 -0.385 -1.557 -1.498 0.391 2.225
H 2.199 -0.073 1.426 0.277 0.276 -0.181
H -1.063 -1.108 -1.210 0.656 -0.318 -0.535
H -1.711 1.183 -2.049 -0.350 -0.200 0.123
H -5.077 -4.059 3.694 -0.193 -0.026 0.320
H 3.449 1.032 0.953 -0.163 0.019 -0.656
```
Forces are in eV/Å.

The strongest force on any atom is 4.850 eV Å⁻¹. The orbital gap comes out at 6.29 eV. As for the HOMO energy: -13.59 eV. The charge is +1.

=====

4.
The following is a quantum chemistry calculation of a 2-piece molecular cluster, C6H16N overall, from OMol25.

The geometry in XYZ format:
```
23
Properties=species:S:1:pos:R:3:forces:R:3
H -0.140 0.120 -0.497 -0.121 -0.185 0.064
H -2.630 1.148 1.262 -0.017 -0.083 0.087
H -1.110 2.036 1.312 -0.011 0.125 -0.033
H 1.987 -0.105 -2.555 0.094 0.005 0.003
H 2.924 1.944 -1.278 0.001 -0.066 0.049
H -0.716 -3.076 1.666 0.051 -0.137 0.013
H 1.526 2.298 -2.244 -0.226 0.014 -0.036
C -1.663 1.210 1.762 0.098 0.117 0.101
H -1.812 1.497 2.801 -0.045 -0.076 0.090
C 1.862 1.725 -1.384 0.280 0.125 0.071
H -0.352 0.445 -2.106 0.056 -0.150 -0.004
H -2.410 -1.233 0.912 0.005 0.189 -0.630
H 0.140 -0.032 2.048 0.032 -0.039 -0.354
H 0.539 -2.205 0.791 0.069 -0.055 -0.008
C -0.866 -0.051 1.620 -0.144 0.279 -0.159
H -0.855 -2.945 -0.065 0.141 -0.004 -0.019
C -0.532 -2.404 0.828 -0.300 0.056 0.026
H 2.187 -0.344 -0.812 0.001 -0.012 0.012
H 0.006 -1.096 -1.585 0.066 0.022 -0.084
C -1.332 -1.148 1.021 0.131 -0.317 0.971
N 0.206 -0.104 -1.447 0.065 0.353 -0.054
H 1.365 2.081 -0.479 0.015 0.003 -0.060
C 1.675 0.239 -1.573 -0.241 -0.161 -0.045
```
Forces are in eV/Å.

The strongest force on any atom is 1.030 eV Å⁻¹. The orbital gap comes out at 10.02 eV. As for the HOMO energy: -13.19 eV. The charge is +1.

=====

5.
The following is a quantum chemistry calculation of an isolated ion of composition C6H16N2 and charge -1, from OMol25.

The geometry in XYZ format:
```
24
Properties=species:S:1:pos:R:3:forces:R:3
H -1.467 -0.204 1.649 -0.037 -0.192 0.047
H 1.189 2.675 0.934 0.007 0.267 -0.227
N -1.174 -3.030 1.264 -0.250 0.459 -0.015
H 0.381 2.695 -0.640 -0.174 -0.177 -0.049
H -0.197 -0.829 -1.828 0.024 0.063 -0.122
C -0.658 0.155 -1.691 0.341 -0.249 -0.485
H -0.025 0.876 -2.222 0.078 0.002 0.191
H -1.373 1.348 -0.064 0.143 0.068 0.107
C -1.320 -0.645 0.657 0.131 0.238 0.141
C 1.086 2.138 -0.020 0.937 -0.164 0.471
H 0.170 -2.076 -0.108 -0.237 0.077 -0.109
N 0.615 0.803 0.302 -1.532 0.199 0.384
H -2.318 -0.899 0.293 0.044 -0.235 -0.228
H 3.172 1.512 -0.199 0.073 0.039 0.062
C 2.433 2.100 -0.742 -0.453 -0.029 -0.601
H -1.570 0.165 -2.282 -0.490 -0.088 0.306
H -2.073 -3.005 0.780 0.305 -0.341 0.037
C -0.736 0.468 -0.202 0.520 0.196 -0.184
H 2.825 3.088 -0.985 0.082 0.155 0.331
C -0.405 -1.866 0.802 -0.153 0.132 0.251
H 2.265 1.635 -1.720 0.137 -0.203 0.116
H 1.247 0.046 0.125 0.433 0.037 -0.367
H 0.325 -1.597 1.566 0.137 -0.166 0.007
H -0.693 -3.882 1.004 -0.064 -0.086 -0.063
```
Forces are in eV/Å.

Its spin multiplicity is 2. The strongest force on any atom is 1.592 eV Å⁻¹. The orbital gap (spin up / spin down) comes out at 2.58 / 9.10 eV. As for the HOMO energy (spin up / spin down): 1.39 / -5.12 eV. The charge is -1.

=====

6.
The following is a quantum chemistry calculation of an isolated molecule of C6H16N2, from OMol25.

The geometry in XYZ format:
```
24
Properties=species:S:1:pos:R:3:forces:R:3
H -3.430 0.017 -1.146 0.367 0.097 -1.069
H 0.124 -0.978 1.594 -1.057 1.373 -0.355
H 1.536 -0.387 -0.506 -0.866 -2.341 -3.392
H 1.624 1.244 1.716 -0.412 0.099 0.028
H 0.902 1.543 0.096 -0.222 -1.895 1.728
H -2.752 1.571 -1.151 1.251 -1.373 -0.784
H -2.352 0.447 -2.632 -0.188 -0.030 1.764
C -1.384 0.389 0.752 -0.195 -3.249 4.069
C 2.200 -0.195 0.231 1.913 1.694 1.660
C -2.476 0.500 -1.495 -2.662 0.399 0.443
H -2.106 -0.206 1.551 0.760 1.532 -2.506
H -1.593 1.456 0.913 0.238 -0.354 -0.546
H 3.158 1.058 -1.009 -1.107 3.734 -3.690
C -1.378 -1.697 -0.675 -2.005 -1.772 -2.714
N 3.434 0.497 -0.332 0.323 -3.495 5.544
C 1.097 0.693 0.918 1.431 2.330 0.652
N -0.124 0.044 1.518 1.787 0.339 -1.671
H -0.480 0.092 -1.214 -0.548 0.060 1.252
H 3.982 0.959 0.440 -1.016 -0.393 -1.429
C -1.422 -0.199 -0.640 1.906 2.134 -1.906
H -2.288 -2.193 -1.172 0.556 1.082 0.849
H -0.642 -2.147 -1.353 0.486 0.517 0.444
H -1.324 -2.179 0.254 0.331 -0.470 1.507
H 2.652 -1.033 0.776 -1.070 -0.020 0.122
```
Forces are in eV/Å.

The strongest force on any atom is 6.561 eV Å⁻¹. The orbital gap comes out at 9.61 eV. As for the HOMO energy: -8.57 eV. Its SMILES is CC(C)CNCCN. The charge is 0.

=====

7.
The following is a quantum chemistry calculation of an isolated molecule of C6H16N2, from OMol25.

The geometry in XYZ format:
```
24
Properties=species:S:1:pos:R:3:forces:R:3
H 3.807 0.986 0.459 0.004 0.249 -0.146
H 3.074 1.083 -1.048 0.230 0.192 0.288
H -2.002 -0.163 1.408 -0.872 -0.064 -0.073
H -2.367 0.434 -2.537 0.086 -0.074 -0.208
N -0.044 0.080 1.484 0.332 0.540 -0.664
H 2.534 -1.020 0.863 -0.517 -0.210 0.151
H -3.442 0.008 -1.180 0.006 -0.196 -0.422
H -2.306 -2.104 -1.156 -0.282 0.264 0.209
C 1.134 0.734 0.931 1.311 -0.015 0.985
C -1.388 -1.709 -0.711 -0.632 -0.814 -0.443
C 2.158 -0.208 0.245 -0.774 1.011 -0.516
C -1.383 -0.186 -0.646 0.681 0.912 -1.220
H -1.516 1.417 0.891 0.043 0.156 -0.428
H 0.911 1.496 0.196 -0.509 0.158 -0.306
H 0.164 -0.907 1.540 -0.380 -0.150 0.011
H -2.690 1.503 -1.142 0.522 0.381 -0.224
C -1.305 0.358 0.766 0.711 -1.073 1.278
H 1.657 1.288 1.727 -0.044 -0.097 0.035
H -0.472 0.116 -1.178 0.196 0.188 0.335
H 1.549 -0.536 -0.605 0.603 -0.844 0.000
N 3.332 0.479 -0.275 -0.163 -0.319 -0.244
C -2.494 0.484 -1.466 -1.134 -0.569 1.293
H -0.645 -2.132 -1.390 0.366 0.217 0.284
H -1.309 -2.207 0.258 0.215 0.154 0.023
```
Forces are in eV/Å.

The strongest force on any atom is 1.814 eV Å⁻¹. The orbital gap comes out at 9.51 eV. As for the HOMO energy: -8.44 eV. Its SMILES is CC(C)CNCCN. The charge is 0.

=====

8.
The following is a quantum chemistry calculation of C6H16N2 as an isolated structure, from OMol25.

The geometry in XYZ format:
```
24
Properties=species:S:1:pos:R:3:forces:R:3
C -0.693 0.759 2.416 -1.044 1.011 -1.516
H 0.252 1.252 2.032 -1.619 0.405 0.338
H 2.934 2.261 -2.261 -0.396 -0.847 0.025
N 0.280 0.456 -0.313 -0.020 0.697 -3.013
H -1.882 0.272 -0.034 0.084 0.959 -0.091
C 0.552 -0.141 -2.005 2.775 -5.186 -0.532
H -1.740 -1.825 3.077 0.035 -0.024 1.574
H 2.607 -0.061 -1.524 0.007 -0.507 0.188
H 0.011 0.752 -1.529 -1.473 1.983 2.883
H 2.288 0.005 -3.222 0.107 -0.266 -0.748
H -2.824 -1.462 1.703 1.520 -0.330 0.422
C 1.941 0.366 -2.274 1.451 -0.704 0.631
H -0.470 0.520 3.397 0.513 -0.723 2.216
H 0.640 -1.330 -1.753 -0.538 3.036 -0.583
H 1.486 2.125 -1.424 0.715 -0.073 -0.448
C -1.745 -1.661 2.042 0.033 -0.015 -3.028
H 0.243 -0.830 1.593 0.577 -1.040 0.594
H -1.352 -2.626 1.553 -0.888 1.336 0.612
H -1.140 -1.154 -0.516 0.816 0.778 1.271
N 2.033 1.780 -2.225 -1.286 2.273 0.242
H -1.687 1.349 2.514 1.830 -0.476 -0.785
C -0.784 -0.514 1.585 0.063 -0.464 0.089
H -0.050 -0.094 -2.942 -0.399 0.395 0.726
C -0.901 -0.201 0.109 -2.864 -2.219 -1.067
```
Forces are in eV/Å.

The strongest force on any atom is 5.905 eV Å⁻¹. The orbital gap comes out at 9.46 eV. As for the HOMO energy: -8.51 eV. The charge is 0.

=====

9.
The following is a quantum chemistry calculation of an isolated molecule of C6H16N2, from OMol25.

The geometry in XYZ format:
```
24
Properties=species:S:1:pos:R:3:forces:R:3
H 2.113 -0.967 1.061 -0.236 0.176 -0.087
C 1.140 0.066 -1.120 -0.478 1.091 -0.242
H 1.233 -0.776 -1.819 0.241 -0.670 0.830
C 2.405 0.515 -0.398 0.275 -1.061 -0.686
H 2.822 0.422 1.559 -0.028 -0.365 0.280
H -2.202 1.166 1.305 0.845 -0.689 0.169
H 3.218 0.382 -1.119 0.070 0.369 -0.054
N 2.768 -0.245 0.802 0.238 0.551 0.051
H -0.732 2.156 1.080 -0.103 0.184 0.004
H -0.697 1.570 -1.335 -0.323 -0.051 -0.232
C -0.415 -1.396 -0.097 -1.996 -0.990 -0.575
C -1.123 0.879 -0.611 0.761 -0.096 0.858
H 2.300 1.578 -0.183 0.058 0.005 0.160
H -1.924 0.286 -1.049 -0.195 0.165 -0.276
H -1.392 -1.448 1.824 0.213 -0.338 0.052
H -0.734 -1.769 -1.090 0.247 0.109 -0.228
H -2.388 2.412 0.344 0.793 0.530 -0.630
N -0.012 -0.012 -0.193 0.724 -0.287 -0.915
C -1.579 1.701 0.577 -1.823 0.068 0.452
H -1.995 -2.673 0.705 -0.119 0.172 -0.172
H 0.947 0.832 -1.887 0.000 0.222 0.367
H -2.440 -0.914 0.661 -0.408 -0.180 -0.751
C -1.648 -1.641 0.774 0.742 0.467 1.471
H 0.337 -2.126 0.208 0.502 0.619 0.154
```
Forces are in eV/Å.

The strongest force on any atom is 2.301 eV Å⁻¹. The orbital gap comes out at 9.78 eV. As for the HOMO energy: -8.67 eV. Its SMILES is CCN(CC)CCN. The charge is 0.

=====

10.
The following is a quantum chemistry calculation of an isolated molecule of C6H16N2, from OMol25.

The geometry in XYZ format:
```
24
Properties=species:S:1:pos:R:3:forces:R:3
H -1.042 -1.511 2.039 0.092 0.096 -0.108
C -0.880 -0.012 -3.441 0.230 0.432 -0.247
H 0.837 1.405 -1.418 0.110 -0.143 0.239
H -1.341 0.975 -3.506 -0.118 -0.015 0.133
C -0.186 0.555 0.329 0.480 0.478 -0.154
H 1.099 -0.001 2.699 0.133 0.247 -0.257
H 1.665 -0.238 0.243 -0.097 -0.063 -0.012
H 0.019 -2.608 2.641 0.051 0.023 -0.246
H -1.209 0.193 0.464 0.041 -0.107 0.305
H -0.859 1.688 -1.347 -0.185 -0.120 0.009
H 1.798 -1.514 2.024 0.283 0.257 0.435
N -0.177 -1.625 2.544 -0.282 0.031 0.653
H -1.611 -0.727 -3.816 0.070 -0.158 0.144
C -0.110 0.915 -1.151 -0.104 -0.100 -0.449
C 0.937 -0.846 2.026 -0.349 -1.274 -0.545
N 0.762 -0.533 0.611 0.012 0.579 0.101
H -0.985 -1.007 -1.500 -0.299 0.154 -0.056
H -0.049 0.011 -4.142 0.015 -0.021 -0.244
C 0.057 1.807 1.181 0.571 0.629 -0.511
C -0.347 -0.307 -2.045 -0.009 -0.321 0.404
H -0.488 1.842 2.121 0.088 0.070 0.000
H 0.585 -0.866 -2.112 0.128 -0.025 -0.118
H 1.125 1.988 1.338 0.157 -0.697 0.521
H -0.094 2.713 0.593 -1.018 0.049 0.003
```
Forces are in eV/Å.

The strongest force on any atom is 1.429 eV Å⁻¹. The orbital gap comes out at 10.14 eV. As for the HOMO energy: -9.03 eV. Its SMILES is CCC[C@H](C)NCN. The charge is 0.